A structure of composition C7H16Cl2N2O2PSSc in a non-equilibrium geometry. Source: OMol25; level of theory: ωB97M-V with the def2-TZVPD basis set.

LUMO level: -7.787 eV
Kohn-Sham gap: 8.28 eV
Energy: -2956.53465 hartree

Geometry as ORCA input:
```
! RIJCOSX wB97M-V def2-TZVPD def2/J DEFGRID3
* xyz 2 1
C 4.43604 1.21575 -2.07919
C 3.09204 0.62281 -1.83953
H 4.58428 2.16366 -1.56882
H 4.56575 1.39762 -3.14909
H 5.25750 0.54360 -1.78613
O 2.32225 0.81634 -0.87429
Cl 2.60999 -0.45783 -3.09481
Sc 0.04734 -0.21741 -0.99000
P 0.26318 -0.83807 1.43414
C -0.06747 -0.25966 3.10023
C -0.60124 -2.44930 1.39667
H 2.45132 -1.31657 0.38167
H 2.39950 -1.81281 2.13209
H 2.53464 -0.06611 1.64779
C 2.08190 -1.04604 1.39489
H -0.52445 -2.91418 0.39356
H -0.19049 -3.14697 2.13813
H 0.34381 -0.95484 3.85336
H -1.15637 -0.17633 3.22175
H -1.67954 -2.27229 1.57299
H 0.37302 0.73704 3.22480
C -0.89265 1.42857 0.47362
O -1.36385 2.20842 1.19137
Cl 0.20178 -2.44168 -1.74355
N -4.52587 0.79588 -0.38684
C -3.63952 0.80714 -1.39924
N -3.57010 1.89078 -2.17916
S -2.53146 -0.57057 -1.64511
H -4.92853 1.68866 -0.06743
H -4.66500 0.00443 0.24707
H -3.11373 1.90164 -3.08591
H -4.11409 2.71832 -1.91503
*
```